(1)
Below is C5H10OS2 in the gas phase, with properties calculated with wB97M-V/def2-TZVPD.

Output
Frontier orbital gap (spin up / spin down), eV: 7.00 / 5.62
Largest force on an atom, eV/A: 2.24
DFT total energy, eV: -29058.137
⟨S²⟩: 2.01
Relative energy (zero: lowest compared OMol25 entry of this formula, charge and spin), kJ/mol: 90.7
Net charge: 0
2S+1: 3
E_HOMO (spin up / spin down), Eh: -0.2343 / -0.3016

The geometry in XYZ format:
```
18
C5H10OS2, DFT wB97M-V/def2-TZVPD
C 0.3162 0.6034 2.1274
C 2.4364 0.2406 -0.5452
C -0.3274 0.2764 0.8607
C -2.5173 0.9529 -0.6623
C 0.6134 -1.8643 -0.5459
O 0.1676 0.4505 -1.7711
S -2.0314 -0.0358 0.7883
S 0.7978 -0.0538 -0.5730
H 1.3823 0.7005 2.1543
H -0.2708 0.7139 3.0143
H 2.6531 1.2587 -0.8231
H 2.8813 -0.0639 0.3873
H -2.2478 1.9863 -0.4786
H -3.5926 0.8514 -0.7510
H -2.0151 0.5854 -1.5511
H -0.4388 -2.1122 -0.6267
H 1.1693 -2.2553 -1.3900
H 1.0237 -2.2348 0.3857
```

=====

(2)
Below is C29H29N3O8 in the gas phase, with properties calculated with wB97M-V/def2-TZVPD.

Output
Frontier orbital gap, eV: 9.06
Largest force on an atom, eV/A: 0.75
DFT total energy, eV: -51397.382
Relative energy (zero: lowest compared OMol25 entry of this formula, charge and spin), kJ/mol: 2.6
Net charge: 0
SMILES: O=C(COC(=O)CC[C@H](NC(=O)OCc1ccccc1)C(=O)OCC(=O)Nc1ccccc1)Nc1ccccc1
E_HOMO, Eh: -0.3075

The geometry in XYZ format:
```
69
C29H29N3O8, DFT wB97M-V/def2-TZVPD
O -3.2843 -1.5124 1.3655
C -3.1398 -0.4893 0.7357
C -3.4155 -0.4609 -0.7819
O -3.1574 -1.7402 -1.3435
C -1.9233 -2.1779 -1.1930
O -1.0501 -1.5387 -0.6427
C -1.6930 -3.5351 -1.8148
C -1.0170 -3.4155 -3.1930
C 0.1388 -2.4098 -3.2232
N 1.0659 -2.5940 -2.1303
C 2.3139 -2.0534 -2.2257
O 2.9251 -1.8712 -3.2457
O 2.7835 -1.7978 -0.9825
C 4.0681 -1.1695 -0.8875
C 3.8789 0.3160 -0.7234
C 3.6337 1.1072 -1.8402
C 3.3786 2.4591 -1.6917
C 3.3617 3.0298 -0.4296
C 3.6085 2.2468 0.6847
C 3.8641 0.8944 0.5387
C -0.4254 -0.9818 -3.2215
O -1.5024 -0.6761 -3.6586
O 0.4437 -0.1230 -2.6856
C 0.0049 1.2111 -2.4668
C -0.2447 1.4706 -0.9745
O -1.1130 2.2441 -0.6114
N 0.5864 0.7842 -0.1796
C 0.6624 0.8329 1.2210
C 1.0251 -0.3221 1.9043
C 1.1500 -0.2958 3.2796
C 0.9372 0.8824 3.9769
C 0.5927 2.0340 3.2923
C 0.4454 2.0144 1.9172
N -2.7979 0.7190 1.2312
C -2.6401 1.0776 2.5773
C -2.5391 0.1479 3.6055
C -2.4066 0.5837 4.9118
C -2.3767 1.9350 5.2078
C -2.4736 2.8614 4.1823
C -2.6006 2.4382 2.8742
H -4.4763 -0.2724 -0.9568
H -2.8094 0.2974 -1.2849
H -2.6506 -4.0411 -1.9256
H -1.0559 -4.1093 -1.1406
H -1.7519 -3.0801 -3.9263
H -0.6507 -4.3989 -3.4860
H 0.7097 -2.5225 -4.1543
H 0.6368 -2.4869 -1.2149
H 4.5531 -1.6089 -0.0136
H 4.6374 -1.3975 -1.7941
H 3.6405 0.6549 -2.8212
H 3.1997 3.0724 -2.5634
H 3.1597 4.0844 -0.3161
H 3.5956 2.6861 1.6706
H 4.0487 0.2844 1.4106
H -0.9104 1.4070 -3.0344
H 0.8023 1.8773 -2.8086
H 1.1276 0.0457 -0.6129
H 1.2018 -1.2314 1.3501
H 1.4197 -1.1968 3.8099
H 1.0423 0.9027 5.0508
H 0.4364 2.9559 3.8310
H 0.1731 2.9085 1.3809
H -2.5923 1.4695 0.5779
H -2.5688 -0.9041 3.3798
H -2.3279 -0.1442 5.7056
H -2.2784 2.2663 6.2308
H -2.4516 3.9186 4.4030
H -2.6686 3.1570 2.0706
```

=====

(3)
Below is 3 unconnected molecules or ions with the total composition C4H10Cl4O2, with properties calculated with wB97M-V/def2-TZVPD.

Output
Frontier orbital gap, eV: 11.05
Largest force on an atom, eV/A: 1.42
DFT total energy, eV: -58494.171
Relative energy (zero: lowest compared OMol25 entry of this formula, charge and spin), kJ/mol: 0.0
Net charge: 0
SMILES: ClCCl.ClCCl.OCCO
E_HOMO, Eh: -0.3836

The geometry in XYZ format:
```
20
C4H10Cl4O2, DFT wB97M-V/def2-TZVPD
Cl 2.5716 -3.1214 -0.1531
C 1.0619 -2.4225 0.4556
Cl -0.2896 -3.5296 0.3091
H 1.1957 -2.1233 1.4904
H 0.8612 -1.5061 -0.0898
Cl 3.4480 1.0671 -1.9823
C 3.8953 1.2867 -0.2851
Cl 3.1931 0.0581 0.7635
H 4.9735 1.2021 -0.2200
H 3.5786 2.2657 0.0523
O -3.6790 0.4229 0.8614
C -3.0753 0.4717 -0.4556
C -1.7673 1.2002 -0.3794
O -0.8326 0.5232 0.4835
H -4.0665 -0.4555 0.9000
H -2.9434 -0.5649 -0.7594
H -3.7415 1.0940 -1.0607
H -1.9310 2.2050 0.0291
H -1.2397 1.3167 -1.3232
H -1.2133 0.6100 1.3637
```

=====

(4)
Below is 9 unconnected molecules or ions with the total composition C45H46N9O5P, with properties calculated with wB97M-V/def2-TZVPD.

Output
Frontier orbital gap, eV: 7.77
Largest force on an atom, eV/A: 2.23
DFT total energy, eV: -80347.683
Net charge: 0
SMILES: NCC1=C(P(O)O)C(=O)OC1=O.c1ccncc1.c1ccncc1.c1ccncc1.c1ccncc1.c1ccncc1.c1ccncc1.c1ccncc1.c1ccncc1
E_HOMO, Eh: -0.3179

The geometry in XYZ format:
```
106
C45H46N9O5P, DFT wB97M-V/def2-TZVPD
N -4.2800 -0.4613 -2.0773
C -3.3961 -0.3549 -3.2477
C -2.3851 -1.4456 -3.2369
C -1.0435 -1.3812 -3.2439
P -0.1424 0.1946 -3.2404
O 1.1374 -0.0822 -2.2804
O 0.4388 0.3988 -4.7586
C -0.5027 -2.7538 -3.2357
O 0.6268 -3.1110 -3.2457
O -1.5766 -3.6364 -3.1947
C -2.7325 -2.9033 -3.2032
O -3.8215 -3.3879 -3.1712
H -4.5508 0.4729 -1.7956
H -5.1423 -0.9281 -2.3295
H -2.8657 0.5941 -3.2086
H -3.9582 -0.4130 -4.1847
H 1.4587 -0.9994 -2.2943
H 0.2019 1.3060 -4.9868
C 1.7518 1.6647 2.7699
C 1.6974 0.5391 3.5750
C 1.3752 -0.6792 2.9919
N 1.1065 -0.8191 1.6918
C 1.1578 0.2748 0.9296
C 1.4772 1.5333 1.4174
H 2.0031 2.6310 3.1904
H 1.9013 0.5993 4.6351
H 1.3256 -1.5770 3.5864
H 0.9336 0.1279 -0.1185
H 1.5087 2.3861 0.7516
C -0.6697 -1.9545 8.3101
C -1.4602 -2.1662 7.1923
C -0.8830 -2.0179 5.9403
N 0.3897 -1.6789 5.7512
C 1.1379 -1.4784 6.8358
C 0.6588 -1.6040 8.1308
H -1.0820 -2.0619 9.3052
H -2.5018 -2.4410 7.2858
H -1.4658 -2.1769 5.0388
H 2.1739 -1.2069 6.6538
H 1.3126 -1.4320 8.9746
C -1.1524 5.7770 -1.2422
C -1.1587 4.6917 -0.3806
C -1.3381 3.4235 -0.9129
N -1.5072 3.1866 -2.2116
C -1.5000 4.2380 -3.0280
C -1.3266 5.5451 -2.5987
H -1.0130 6.7811 -0.8597
H -1.0274 4.8238 0.6850
H -1.3458 2.5476 -0.2710
H -1.6409 4.0175 -4.0826
H -1.3279 6.3599 -3.3102
C 6.6564 1.2417 5.1841
C 6.8582 0.6529 6.4220
C 6.0872 -0.4498 6.7585
N 5.1596 -0.9765 5.9600
C 4.9799 -0.3978 4.7741
C 5.6970 0.7072 4.3397
H 7.2399 2.1037 4.8852
H 7.5976 1.0413 7.1089
H 6.2161 -0.9418 7.7168
H 4.2174 -0.8449 4.1458
H 5.5045 1.1337 3.3645
C -5.0427 -7.7275 -4.6217
C -5.0742 -6.4448 -4.0995
C -6.2087 -5.6753 -4.3122
N -7.2717 -6.1001 -4.9937
C -7.2230 -7.3350 -5.4880
C -6.1405 -8.1862 -5.3327
H -4.1760 -8.3598 -4.4778
H -4.2413 -6.0428 -3.5403
H -6.2721 -4.6675 -3.9188
H -8.1019 -7.6527 -6.0378
H -6.1588 -9.1800 -5.7588
C -8.5096 -7.3344 -9.0290
C -8.8554 -7.7782 -10.2951
C -8.1990 -7.2309 -11.3871
N -7.2554 -6.2982 -11.2883
C -6.9371 -5.8818 -10.0649
C -7.5279 -6.3646 -8.9061
H -8.9997 -7.7384 -8.1529
H -9.6172 -8.5326 -10.4361
H -8.4386 -7.5532 -12.3947
H -6.1671 -5.1197 -10.0142
H -7.2257 -5.9885 -7.9383
C 0.0691 11.2929 1.4032
C 0.0625 10.2078 2.2644
C -0.1143 8.9420 1.7278
N -0.2817 8.7084 0.4277
C -0.2743 9.7622 -0.3860
C -0.1021 11.0675 0.0472
H 0.2052 12.2973 1.7824
H 0.1917 10.3370 3.3299
H -0.1226 8.0668 2.3681
H -0.4144 9.5445 -1.4397
H -0.1032 11.8841 -0.6612
C 11.8014 1.5910 4.6758
C 11.2094 0.4813 5.2564
C 10.3143 0.6790 6.2958
N 9.9912 1.8795 6.7754
C 10.5718 2.9345 6.2078
C 11.4764 2.8470 5.1603
H 12.5040 1.4784 3.8603
H 11.4339 -0.5185 4.9116
H 9.8260 -0.1637 6.7727
H 10.2948 3.8996 6.6181
H 11.9135 3.7414 4.7386
```

=====

(5)
Below is a molecular structure, C45H40BrN3O2P2Sr, with properties calculated with wB97M-V/def2-TZVPD.

Output
Frontier orbital gap, eV: 5.79
Largest force on an atom, eV/A: 7.00
DFT total energy, eV: -145322.829
Net charge: +2
E_HOMO, Eh: -0.4653

The geometry in XYZ format:
```
94
C45H40BrN3O2P2Sr, DFT wB97M-V/def2-TZVPD
Sr 0.2997 -1.7943 0.3077
C 2.6227 -2.7605 0.3015
C 1.7349 -3.8708 0.3216
C 0.8166 -4.0295 1.3970
C 0.7739 -3.0713 2.4534
C 1.6674 -1.9622 2.4305
C 2.5962 -1.8161 1.3513
H 3.3474 -2.6651 -0.4913
H 1.7889 -4.6183 -0.4530
H 0.1818 -4.8999 1.4391
H 0.1141 -3.2251 3.2929
H 1.6808 -1.2647 3.2490
H 3.3149 -1.0102 1.3593
C -0.8008 3.4676 -0.5298
O -0.1854 2.6429 0.4524
C 0.6587 3.2237 1.3490
C 0.7560 4.5934 1.5882
C 1.7216 5.0798 2.4613
Br 1.8548 6.9241 2.7308
C 2.5832 4.2283 3.1259
C 2.4543 2.8585 2.9364
C 1.5025 2.3623 2.0374
O 1.4437 0.9991 1.7001
C 3.3792 1.9435 3.6565
N 4.6493 2.0882 3.8039
C 5.0443 0.9828 4.5900
C 6.3082 0.6584 5.0752
C 6.4144 -0.4600 5.8761
C 5.2906 -1.2455 6.1925
C 4.0321 -0.9371 5.7083
C 3.9539 0.1904 4.8994
N 2.8627 0.7786 4.2383
H -0.0602 4.1138 -1.0024
H -1.5964 4.0651 -0.0864
H -1.2223 2.7911 -1.2658
H 0.0981 5.2801 1.0864
H 3.3383 4.6076 3.7979
H 2.2521 0.6461 2.1031
H 7.1627 1.2733 4.8377
H 7.3760 -0.7332 6.2828
H 5.4146 -2.1062 6.8344
H 3.1716 -1.5394 5.9617
H 1.9198 0.7711 4.6097
C -3.1777 -0.0233 -3.2099
N -2.0551 -0.2240 -2.2870
P -2.3545 -0.6116 -0.6752
C -3.7247 -1.7854 -0.7094
C -3.4186 -3.0385 -1.2548
C -4.3851 -4.0194 -1.3890
C -5.6844 -3.7571 -0.9625
C -5.9958 -2.5267 -0.4058
C -5.0216 -1.5425 -0.2816
C -3.0363 0.8548 0.1488
C -2.7031 1.0314 1.4885
C -3.2698 2.0422 2.2547
C -4.1863 2.9043 1.6780
C -4.5245 2.7603 0.3358
C -3.9595 1.7441 -0.4132
P -0.5917 -0.9857 -2.7294
C -0.8845 -1.6061 -4.3816
C -0.7787 -2.9859 -4.5453
C -0.9483 -3.5694 -5.7958
C -1.2206 -2.7660 -6.8890
C -1.3211 -1.3842 -6.7427
C -1.1473 -0.8076 -5.4985
C 0.6974 0.2784 -2.8391
C 1.0749 0.9101 -1.6463
C 2.1755 1.7560 -1.5909
C 2.9281 1.9709 -2.7406
C 2.5723 1.3439 -3.9254
C 1.4688 0.5028 -3.9745
H -4.0953 0.0647 -2.6267
H -3.2952 -0.8747 -3.8794
H -3.0538 0.8835 -3.7986
H -2.4087 -3.2624 -1.6140
H -4.1319 -4.9750 -1.8223
H -6.4473 -4.5145 -1.0657
H -7.0028 -2.3290 -0.0708
H -5.2843 -0.5869 0.1643
H -1.9698 0.3792 1.9775
H -2.9923 2.1513 3.2914
H -4.6389 3.6882 2.2691
H -5.2326 3.4367 -0.1178
H -4.2405 1.6573 -1.4513
H -0.5692 -3.6193 -3.6922
H -0.8658 -4.6395 -5.9070
H -1.3503 -3.2124 -7.8646
H -1.5296 -0.7630 -7.6006
H -1.2098 0.2694 -5.4028
H 0.4721 0.8287 -0.7182
H 2.4353 2.2554 -0.6715
H 3.7841 2.6287 -2.7041
H 3.1598 1.5055 -4.8172
H 1.2225 0.0016 -4.9058
```

=====

(6)
Below is a molecular structure, C22H24N5OS5V, with properties calculated with wB97M-V/def2-TZVPD.

Output
Frontier orbital gap (spin up / spin down), eV: 5.72 / 5.75
Largest force on an atom, eV/A: 0.36
DFT total energy, eV: -112569.086
⟨S²⟩: 3.76
Relative energy (zero: lowest compared OMol25 entry of this formula, charge and spin), kJ/mol: 0.0
Net charge: -1
2S+1: 4
E_HOMO (spin up / spin down), Eh: -0.1147 / -0.1156

The geometry in XYZ format:
```
58
C22H24N5OS5V, DFT wB97M-V/def2-TZVPD
V -1.3937 -0.2416 -0.9213
C 2.3605 -5.2297 -0.1724
C 1.7398 -3.9009 0.1729
C 2.4856 -2.7246 0.1635
C 1.9079 -1.4937 0.4089
C 0.5380 -1.3634 0.6967
N -0.1544 -0.1708 0.7875
C 0.3676 0.8956 1.4526
C 1.4526 0.7670 2.3540
C 2.0513 1.8335 2.9869
C 1.5966 3.1314 2.7718
C 2.2486 4.3236 3.4227
C 0.4814 3.2741 1.9662
C -0.1728 2.2044 1.3606
N -1.4065 2.5043 0.6936
C -2.0968 3.6695 0.7703
C -3.2171 3.5542 -0.0106
C -3.1468 2.2607 -0.5403
N -2.0672 1.6366 -0.0963
C -0.1944 -2.5666 0.7223
C 0.3848 -3.7947 0.4439
N -1.5959 -2.5366 1.0072
C -2.2880 -3.4197 1.7571
C -3.6189 -3.0938 1.6531
C -3.6440 -1.9825 0.7937
N -2.4216 -1.6581 0.4122
H 3.4437 -5.1988 -0.0506
H 1.9713 -6.0269 0.4632
H 2.1497 -5.5032 -1.2092
H 3.5445 -2.7717 -0.0698
H 2.5078 -0.5954 0.3480
H 1.8273 -0.2286 2.5462
H 2.8910 1.6559 3.6512
H 3.3167 4.1542 3.5673
H 2.1314 5.2210 2.8131
H 1.8147 4.5341 4.4046
H 0.1179 4.2791 1.7986
H -1.7809 4.4900 1.3849
H -3.9719 4.3007 -0.1821
H -3.7997 1.7662 -1.2386
H -0.2506 -4.6724 0.4052
H -1.7790 -4.1867 2.3143
H -4.4502 -3.5804 2.1319
H -4.4822 -1.4093 0.4336
S -2.3028 2.1739 -3.9472
S -2.9599 0.3247 -4.4844
S -3.0442 -0.9350 -2.8196
S -1.3232 -2.0869 -2.6531
C 1.8671 -0.4342 -3.3795
S 0.4060 0.6193 -3.4080
C 1.2548 2.1231 -3.8891
O 0.1280 0.8370 -1.9331
H 2.2402 -0.5566 -4.3967
H 1.5263 -1.3914 -2.9876
H 2.6217 0.0011 -2.7245
H 1.6662 1.9900 -4.8894
H 2.0351 2.3370 -3.1584
H 0.4865 2.8924 -3.8981
```